176
Properties=species:S:1:pos:R:3:forces:R:3:lowdin_charge:R:1 method="wB97M-V/def2-TZVPD" e_above_lowest_kcal_mol=100.3 homo_lumo_gap_ev=8.89 smiles="COCCNCCOC.COCCNCCOC.COCCNCCOC.COCCNCCOC.COCCNCCOC.COCCNCCOC.NC(N)=O.NC(N)=O.NC(N)=O.NC(N)=O" total_charge=0 energy_ha=-3557.76753 homo_ev=-8.39
C -27.52172 4.90303 -10.36735 0.698 0.883 0.333 -0.088
O -27.76282 6.05058 -11.22787 -0.866 -2.021 -1.480 -0.223
C -27.98213 5.72571 -12.65747 0.026 -0.936 -0.414 -0.152
C -28.94856 4.57286 -13.02445 -0.731 0.312 2.443 -0.201
N -30.35546 4.89938 -12.74051 -0.271 0.633 -1.239 -0.057
C -31.28093 3.81019 -13.02152 0.280 0.571 -0.814 -0.221
C -32.67334 4.14136 -12.57566 0.106 -0.972 0.079 -0.244
O -32.70065 3.96804 -11.17707 0.425 -0.182 -0.260 -0.178
C -33.98661 4.08528 -10.67600 -0.408 0.761 0.743 -0.131
H -27.34432 5.37223 -9.39963 0.212 -0.120 0.002 0.088
H -26.64417 4.32259 -10.65208 0.311 0.329 -0.283 0.088
H -28.27012 4.13476 -10.17302 -0.884 0.467 -0.667 0.078
H -27.06962 5.41410 -13.16571 0.707 0.062 0.611 0.107
H -28.27038 6.61080 -13.22459 -0.249 0.410 0.702 0.106
H -28.80487 3.74222 -12.33345 1.073 -0.553 -0.134 0.095
H -28.73971 4.18836 -14.02278 -0.340 0.423 -0.182 0.120
H -30.45396 5.16271 -11.77042 0.147 0.057 0.142 0.107
H -30.89947 2.87183 -12.61896 -0.321 -0.388 0.267 0.121
H -31.38757 3.67229 -14.09750 0.465 0.024 -0.315 0.110
H -33.40797 3.48453 -13.04148 0.020 -0.660 -0.010 0.118
H -32.99385 5.10241 -12.97786 0.274 0.723 0.631 0.128
H -34.71310 3.39128 -11.09870 0.019 -0.082 -0.440 0.088
H -34.26702 5.12285 -10.85739 -0.774 0.075 0.143 0.091
H -33.98770 3.89906 -9.60202 0.234 0.088 0.005 0.090
C -17.18639 4.79666 -11.98492 -0.394 0.608 1.159 -0.101
O -16.65853 5.99347 -12.56945 -0.575 -1.541 1.391 -0.204
C -16.14268 5.73528 -13.83588 -0.085 1.548 -0.971 -0.243
C -15.81738 7.13530 -14.39727 -0.417 0.353 -0.648 -0.191
N -16.99827 7.87588 -14.91857 -0.113 -0.715 1.214 -0.056
C -17.85424 8.38766 -13.81984 -0.646 0.018 -1.357 -0.178
C -18.79312 9.52505 -14.31038 -0.683 -0.087 0.796 -0.201
O -20.08041 9.05582 -14.63860 0.204 -1.633 0.618 -0.214
C -20.93629 9.92697 -15.31117 -0.486 -0.932 0.568 -0.118
H -16.58831 3.89282 -12.10101 0.281 0.143 -0.474 0.085
H -18.22585 4.59002 -12.23968 -0.025 0.032 -0.834 0.085
H -17.27536 4.94589 -10.90885 0.380 0.301 0.120 0.082
H -16.91303 5.25017 -14.43532 0.147 -0.218 -0.355 0.125
H -15.22851 5.14504 -13.77259 0.090 -0.268 -0.070 0.118
H -15.03224 7.09734 -15.15240 -0.195 -0.176 -0.237 0.110
H -15.38212 7.67119 -13.55378 0.163 0.190 0.247 0.106
H -16.82129 8.61038 -15.58887 0.552 -0.123 0.190 0.091
H -17.28696 8.65319 -12.92777 0.342 0.579 -0.098 0.106
H -18.48206 7.57772 -13.44844 -0.247 -0.010 -0.203 0.110
H -18.48815 10.09233 -15.18974 0.944 0.135 0.045 0.111
H -18.98637 10.19110 -13.46946 0.600 0.554 0.095 0.117
H -21.86710 9.35984 -15.30310 -0.147 0.034 -0.852 0.073
H -20.51165 10.08408 -16.30268 -0.445 0.599 -0.254 0.093
H -21.24758 10.80592 -14.74666 0.753 0.558 -0.060 0.074
C -29.02616 1.09851 -20.84982 1.217 -0.225 -0.488 -0.095
O -27.72020 1.13067 -20.21117 -0.863 0.764 0.795 -0.182
C -27.51568 2.37912 -19.51788 -0.028 0.437 -0.072 -0.228
C -26.13512 2.54852 -18.88766 -0.181 -0.367 -0.922 -0.209
N -26.13379 3.61919 -17.90875 -0.104 -0.319 1.462 -0.053
C -24.80139 3.83339 -17.37099 1.076 -0.068 -0.594 -0.212
C -24.72086 5.09984 -16.57970 -0.485 1.530 1.930 -0.222
O -23.45136 5.38759 -15.96800 -0.010 -0.746 -0.496 -0.173
C -23.37389 6.62163 -15.26001 -0.468 0.127 -0.570 -0.093
H -29.94318 1.17796 -20.26601 0.395 0.743 0.852 0.081
H -29.18142 0.11293 -21.28872 0.656 0.011 -0.310 0.080
H -28.94734 1.86897 -21.61682 -0.696 -0.046 -0.209 0.083
H -28.27495 2.54008 -18.75258 -0.113 -0.342 0.271 0.114
H -27.58402 3.26550 -20.14857 -0.536 -0.102 -0.858 0.112
H -25.39288 2.82607 -19.63607 0.085 -0.301 -0.638 0.102
H -25.84596 1.55216 -18.55335 0.222 0.248 0.910 0.128
H -26.35707 4.52364 -18.29891 -0.482 -0.134 -0.683 0.086
H -24.12016 3.95434 -18.21325 0.551 -0.143 -0.222 0.106
H -24.44898 2.97394 -16.80066 -0.157 0.003 0.168 0.131
H -25.47825 5.07332 -15.79628 -0.156 -0.454 0.628 0.111
H -25.08596 5.98038 -17.10833 0.376 0.077 -0.914 0.099
H -23.29782 7.47189 -15.93779 -0.080 0.060 -0.281 0.054
H -22.48860 6.66835 -14.62585 -0.049 -0.508 -0.036 0.090
H -24.27287 6.79708 -14.66912 -0.111 -0.117 0.292 0.077
C -30.56808 5.40805 -16.70984 -0.202 0.321 0.783 -0.102
O -30.12184 6.24192 -17.76343 -1.286 -0.757 0.232 -0.172
C -28.74625 6.25198 -17.93911 0.559 0.949 -0.520 -0.234
C -28.43301 7.49607 -18.75889 0.760 -0.437 -0.006 -0.214
N -28.52340 8.69093 -17.94254 0.823 0.692 -0.301 -0.044
C -28.34498 9.86129 -18.83382 -2.299 1.145 0.887 -0.173
C -28.66895 11.24267 -18.13593 1.855 -1.311 -1.214 -0.155
O -27.58321 11.54412 -17.23690 -0.970 -0.118 -0.477 -0.262
C -26.36351 12.01594 -17.76683 0.499 0.438 1.018 -0.078
H -30.33034 5.87873 -15.75589 0.316 -0.012 0.279 0.079
H -30.17002 4.39348 -16.69302 0.363 -0.053 -0.408 0.084
H -31.65335 5.31077 -16.68093 -0.045 0.225 -0.623 0.086
H -28.35520 5.35562 -18.42048 -0.245 -0.266 -0.167 0.103
H -28.21796 6.36712 -16.99266 0.077 -0.080 0.373 0.118
H -29.12100 7.67204 -19.58582 -0.103 -0.850 -0.490 0.119
H -27.42076 7.38290 -19.14704 0.118 0.115 -0.182 0.108
H -29.50187 8.65804 -17.69427 -0.271 0.553 0.525 0.105
H -29.12057 9.80624 -19.59770 -0.185 -0.094 -0.585 0.106
H -27.41717 9.92439 -19.40242 0.331 -0.315 0.595 0.112
H -29.62590 11.30703 -17.61805 0.280 -0.478 0.253 0.109
H -28.79055 11.97075 -18.93794 0.510 0.373 -0.085 0.119
H -26.47200 12.94480 -18.32678 -0.233 -0.158 -0.453 0.097
H -25.71901 11.27846 -18.24520 -0.481 -0.252 -0.430 0.083
H -25.79297 12.28684 -16.87846 0.086 0.073 0.074 0.073
C -24.21218 12.08398 -9.83037 -0.855 1.155 0.160 -0.050
O -25.47786 12.71634 -9.39314 2.072 0.099 0.048 -0.196
C -26.54559 12.32609 -10.19484 -0.619 -0.962 -0.829 -0.256
C -27.73693 13.28647 -10.14001 1.196 -0.102 -0.710 -0.232
N -28.18230 13.41552 -8.80177 -0.517 0.015 0.990 -0.074
C -28.82397 14.70623 -8.54513 -1.130 -0.631 0.722 -0.184
C -30.33802 14.71172 -8.99362 2.416 0.882 -0.037 -0.195
O -30.81835 16.03759 -8.72797 0.474 -1.325 0.827 -0.191
C -32.10045 16.23398 -9.23002 -0.136 0.318 -1.350 -0.138
H -24.23619 10.99486 -9.79370 -0.153 -0.032 0.496 0.085
H -23.41829 12.54057 -9.23930 -0.216 -0.395 0.369 0.085
H -23.94738 12.33557 -10.85736 -0.496 0.234 -0.298 0.071
H -26.83943 11.33857 -9.83910 -0.397 -0.428 -0.205 0.116
H -26.16375 12.23487 -11.21169 -0.369 -0.030 -0.373 0.111
H -28.56638 12.98231 -10.77844 0.315 -0.089 -0.443 0.111
H -27.30747 14.23941 -10.44917 -0.182 0.417 -0.656 0.118
H -27.32172 13.27753 -8.29141 -0.257 0.484 0.939 0.097
H -28.28298 15.53563 -9.00069 -0.068 0.195 -0.221 0.112
H -28.85986 14.87247 -7.46849 0.230 0.060 0.071 0.114
H -30.84759 13.90459 -8.46732 -0.375 0.208 0.132 0.119
H -30.31218 14.50414 -10.06335 -0.537 0.020 -0.276 0.112
H -31.98402 16.47247 -10.28722 -0.265 0.123 -0.407 0.083
H -32.58151 17.10174 -8.77870 0.047 -0.263 0.362 0.087
H -32.71675 15.33500 -9.21922 -0.208 -0.017 0.523 0.084
C -26.43782 5.46956 -25.88104 0.419 -0.759 -0.300 -0.092
O -25.30191 5.20250 -25.04900 -0.211 0.975 -0.908 -0.170
C -25.71794 4.56892 -23.87894 -0.127 -1.043 0.384 -0.280
C -24.59255 4.44038 -22.91441 0.276 1.256 0.540 -0.204
N -24.58003 5.69352 -22.13196 0.270 -1.136 0.147 -0.050
C -23.49542 5.64525 -21.19084 0.092 0.707 0.331 -0.240
C -23.46212 6.91032 -20.37436 0.610 -1.460 1.446 -0.213
O -24.56614 6.93553 -19.44376 -0.177 0.260 -2.541 -0.195
C -24.57946 8.19072 -18.82676 0.226 -0.358 1.082 -0.131
H -26.31353 6.21223 -26.66914 0.751 0.507 0.561 0.082
H -27.28630 5.74645 -25.25532 -0.203 -0.132 -0.202 0.084
H -26.59179 4.57166 -26.47952 -0.712 -0.349 0.272 0.085
H -26.06668 3.54498 -24.01319 -0.527 -0.132 -0.777 0.123
H -26.49751 5.16119 -23.39978 -0.242 -0.110 0.107 0.118
H -23.64089 4.24518 -23.40873 0.219 0.152 -0.449 0.122
H -24.69011 3.58093 -22.25113 -0.503 0.151 0.252 0.114
H -24.33727 6.45859 -22.74502 -0.336 0.108 -0.471 0.113
H -22.55389 5.58525 -21.73675 0.553 -0.184 0.119 0.121
H -23.56274 4.78078 -20.53036 -0.175 -0.077 -0.007 0.112
H -23.24018 7.76799 -21.00937 -1.076 0.537 -0.076 0.123
H -22.56593 6.85681 -19.75623 0.383 -0.007 0.244 0.122
H -25.48328 8.32346 -18.23212 0.015 -0.212 0.124 0.064
H -24.53332 9.03435 -19.51541 0.273 0.016 -0.201 0.089
H -23.71356 8.09373 -18.17183 0.081 1.264 0.429 0.086
N -29.94389 10.24701 -11.72993 -3.057 3.511 0.224 0.189
C -28.93033 9.47997 -12.00880 -1.010 0.681 -3.715 -0.740
N -28.71368 8.69758 -11.04244 2.668 -3.772 4.521 0.207
O -28.46075 9.42055 -13.14741 0.737 -0.078 -0.233 -0.009
H -30.43225 10.74237 -12.46219 0.295 0.424 0.160 0.094
H -30.24795 10.36552 -10.77409 -0.183 0.095 -0.475 0.116
H -28.07038 7.92083 -11.09646 0.098 0.048 0.096 0.092
H -29.12364 8.91283 -10.14484 0.196 -0.454 -0.230 0.128
N -22.77692 14.41279 -15.23827 1.577 3.018 -0.693 0.162
C -23.21863 13.26436 -14.78129 -1.622 -0.569 -0.056 -0.778
N -23.19761 12.33024 -15.70487 0.659 -2.581 -2.872 0.166
O -23.76155 13.09494 -13.72356 -0.767 -0.020 2.424 0.038
H -22.23257 14.38767 -16.08866 -0.182 0.630 0.340 0.105
H -22.94453 15.26749 -14.72691 0.354 -0.314 -0.122 0.120
H -22.85456 12.51358 -16.63697 -0.047 0.133 0.261 0.112
H -23.70493 11.45778 -15.66565 -0.077 -0.452 0.575 0.056
N -29.85433 11.05996 -15.27783 -1.758 -5.405 -2.009 0.171
C -29.87430 12.20587 -14.73436 1.472 2.853 0.792 -0.791
N -28.75714 12.81702 -15.15602 1.411 3.321 0.809 0.171
O -30.69921 12.64819 -13.97093 -1.248 0.496 1.331 0.026
H -29.06718 10.87384 -15.88269 -0.517 -1.055 0.497 0.075
H -30.64048 10.44832 -15.11067 0.462 -0.253 -0.371 0.137
H -28.15230 12.39801 -15.84790 0.114 0.206 0.222 0.049
H -28.44137 13.62449 -14.63796 -0.121 -0.093 -0.287 0.112
N -26.58718 8.81515 -14.99461 -0.904 -4.035 -1.397 0.206
C -25.66959 9.70648 -15.05317 -0.051 2.239 0.428 -0.801
N -25.88841 10.66642 -14.20363 0.115 3.160 2.487 0.204
O -24.76980 9.80176 -15.85141 2.635 -0.540 -2.449 0.007
H -26.43307 8.20693 -15.78607 -1.212 -0.547 0.234 0.102
H -27.44017 9.04183 -14.50357 -0.308 -0.693 -0.156 0.054
H -26.61097 10.55954 -13.50607 0.038 0.456 -0.116 0.089
H -25.41037 11.53650 -14.38946 -0.082 -0.005 0.850 0.081